14
Properties=species:S:1:pos:R:3:forces:R:3 method="wB97M-V/def2-TZVPD" e_homo_ev=-9.94 lumo_ev=0.68 max_force_ev_per_a=0.584
N 1.9503 -0.3784 -0.6823 0.066 -0.024 0.075
H 1.6363 -1.2086 -1.1597 -0.064 0.201 0.099
H -0.5275 0.0816 -1.3645 -0.061 0.094 0.192
H 2.9291 -0.3270 -0.4427 -0.133 0.065 -0.004
C 1.0901 0.4589 -0.0285 0.059 0.116 0.102
O -2.1509 1.2856 0.9358 0.416 0.107 -0.396
O 1.4738 1.3620 0.6933 -0.109 -0.309 -0.246
H -0.2148 -1.9278 0.2588 -0.176 0.093 -0.114
C -0.3928 0.1876 -0.2752 -0.020 -0.053 0.059
C -0.8786 -1.0759 0.4368 0.001 -0.131 0.172
H -1.8953 -1.3148 0.1141 0.202 -0.063 0.028
H -0.9212 -0.9118 1.5179 0.056 0.040 -0.182
H -0.8912 2.3783 -0.1949 -0.010 -0.135 0.025
C -1.2072 1.3903 0.1911 -0.226 -0.001 0.189